Computed, not measured: C21H46NO4P in the gas phase at a distorted geometry, with the ωB97M-V functional and the def2-TZVPD basis.

The geometry in ORCA input format:
```
! RIJCOSX wB97M-V def2-TZVPD def2/J DEFGRID3
* xyz 0 1
C 7.411 -0.241 -0.826
C 6.708 0.671 0.172
C 5.184 0.649 0.047
C 4.676 1.298 -1.239
C 3.150 1.293 -1.352
C 2.457 2.213 -0.349
C 0.947 2.259 -0.572
C 0.200 3.195 0.378
C 0.368 2.865 1.861
C -0.086 1.449 2.203
H 0.562 0.724 1.707
C -0.046 1.177 3.705
C -0.575 -0.218 4.043
C -2.103 -0.265 4.066
H -2.499 0.295 3.221
C -2.646 -1.693 4.000
C -2.643 -2.269 2.582
C -3.635 -1.574 1.647
O -3.142 -0.358 1.134
P -2.609 -0.303 -0.386
O -3.269 -1.353 -1.223
O -2.506 1.102 -0.820
O -0.986 -0.838 -0.214
C -0.614 -2.014 -0.826
H 0.025 -2.584 -0.134
H -1.497 -2.620 -1.060
C 0.241 -1.794 -2.092
H 0.654 -2.765 -2.376
H 1.058 -1.118 -1.827
N -0.431 -1.221 -3.294
C 0.491 -1.381 -4.433
H 1.449 -0.913 -4.211
H 0.654 -2.437 -4.645
H 0.069 -0.908 -5.318
C -0.700 0.219 -3.123
H -1.189 0.604 -4.016
H 0.233 0.753 -2.964
H -1.357 0.413 -2.268
C -1.691 -1.921 -3.596
H -2.087 -1.565 -4.544
H -1.517 -2.994 -3.658
H -2.430 -1.710 -2.806
H -3.883 -2.232 0.807
H -4.560 -1.339 2.188
H -2.905 -3.330 2.629
H -1.647 -2.183 2.145
H -2.051 -2.340 4.651
H -3.674 -1.708 4.373
H -2.455 0.215 4.982
H -0.197 -0.920 3.298
H -0.194 -0.535 5.018
H 0.987 1.270 4.054
H -0.638 1.927 4.235
H -1.092 1.297 1.814
H -0.231 3.576 2.436
H 1.409 3.005 2.164
H 0.527 4.224 0.205
H -0.860 3.124 0.127
H 0.523 1.260 -0.466
H 0.750 2.600 -1.593
H 2.660 1.859 0.661
H 2.869 3.221 -0.442
H 2.788 0.270 -1.209
H 2.877 1.608 -2.365
H 5.034 2.329 -1.288
H 5.090 0.763 -2.098
H 4.834 -0.385 0.094
H 4.763 1.180 0.902
H 7.064 1.695 0.042
H 6.977 0.355 1.183
H 7.043 -1.262 -0.734
H 7.248 0.093 -1.848
H 8.483 -0.247 -0.641
*
```

Properties
LUMO energy   0.1 eV
Molecular weight   407.6 Da
Relative energy (zero: lowest compared OMol25 entry of this formula, charge and spin)   0.174 eV
Gap between HOMO and LUMO   9.407 eV

***

Computed, not measured: a molecular structure, C21H47AlOP3Se at a distorted geometry, with the ωB97M-V functional and the def2-TZVPD basis.

The geometry in ORCA input format:
```
! RIJCOSX wB97M-V def2-TZVPD def2/J DEFGRID3
* xyz 3 1
Al -0.799 -0.432 -0.411
P -2.529 -0.639 1.539
P -2.464 -0.720 -2.262
P -1.433 2.189 -0.497
H 8.029 1.915 2.412
C 7.590 2.756 2.965
C 7.310 2.661 4.274
H 7.511 1.742 4.842
C -2.504 -2.230 2.430
C -4.305 -0.416 1.175
C -2.150 0.521 2.904
C -1.688 -0.593 -3.916
C -3.121 -2.423 -2.339
C -3.994 0.264 -2.442
C -0.282 3.068 0.628
C -3.065 2.825 0.031
C -1.157 3.041 -2.087
H 7.425 3.691 2.412
H 6.894 3.509 4.836
H -1.471 -2.489 2.694
H -2.920 -3.031 1.807
H -3.096 -2.154 3.351
H -4.641 -1.174 0.451
H -4.508 0.579 0.757
H -4.886 -0.536 2.101
H -1.123 0.329 3.242
H -2.843 0.337 3.737
H -2.218 1.572 2.596
H -2.388 -0.978 -4.673
H -0.771 -1.198 -3.933
H -1.423 0.444 -4.156
H -3.855 -2.478 -3.157
H -3.620 -2.691 -1.398
H -2.318 -3.147 -2.530
H -4.546 -0.128 -3.309
H -3.778 1.326 -2.612
H -4.628 0.166 -1.550
H -0.623 4.107 0.755
H 0.738 3.060 0.220
H -0.267 2.565 1.604
H -3.068 3.917 -0.106
H -3.262 2.601 1.088
H -3.869 2.392 -0.579
H -1.549 4.066 -2.014
H -1.666 2.516 -2.907
H -0.079 3.064 -2.302
C 2.572 1.178 -0.923
C 2.752 1.024 0.466
C 3.927 1.448 1.088
C 4.923 2.097 0.353
C 4.745 2.296 -1.022
C 3.591 1.843 -1.654
Se 1.108 0.486 -1.900
H -0.058 0.088 0.932
H 1.963 0.546 1.048
H 4.066 1.268 2.156
H 5.834 2.437 0.852
H 5.515 2.801 -1.609
H 3.460 1.977 -2.726
C 2.172 -3.516 0.134
C 1.334 -2.275 0.321
O 0.025 -2.322 -0.373
C -0.752 -3.564 -0.088
C -0.468 -4.656 -1.097
H 1.761 -4.345 0.701
H 3.186 -3.323 0.511
H 2.271 -3.763 -0.927
H 1.143 -2.062 1.386
H 1.867 -1.410 -0.094
H -0.516 -3.884 0.938
H -1.820 -3.285 -0.094
H 0.513 -5.104 -0.921
H -0.500 -4.284 -2.127
H -1.205 -5.458 -1.004
*
```

Properties
LUMO energy (spin up / spin down)   -13.0 / -13.2 eV
Molecular weight   514.5 Da
Relative energy (zero: lowest compared OMol25 entry of this formula, charge and spin)   0.000 eV
Gap between HOMO and LUMO (spin up / spin down)   2.563 / 2.308 eV

***

Computed, not measured: 6 unconnected molecules or ions with the total composition C21H47BrN6O10P at a distorted geometry, with the ωB97M-V functional and the def2-TZVPD basis.

The geometry in ORCA input format:
```
! RIJCOSX wB97M-V def2-TZVPD def2/J DEFGRID3
* xyz -1 1
C 3.151 -1.033 -0.084
O 2.442 -2.121 -0.650
C 1.069 -1.821 -0.834
N 0.308 -2.286 0.327
C -0.580 -1.240 0.943
C -1.691 -0.682 0.014
C -2.120 0.768 0.268
O -1.515 1.663 -0.670
C 0.350 -0.171 1.559
O 0.815 0.739 0.827
O 0.568 -0.306 2.788
P -0.394 -3.798 0.059
O -1.402 -4.021 1.345
Br -1.878 -3.637 -1.702
H 2.891 -0.083 -0.544
H 4.215 -1.202 -0.266
H 3.014 -0.944 0.994
H 0.783 -2.391 -1.721
H 0.904 -0.770 -1.046
H -1.079 -1.702 1.784
H -2.574 -1.294 0.205
H -1.472 -0.842 -1.038
H -3.184 0.845 0.093
H -1.957 1.088 1.291
H -0.798 1.207 -1.111
H -0.838 -3.854 2.115
C -5.059 0.919 2.917
O -4.185 0.833 2.081
N -5.883 1.978 3.049
C -6.908 2.049 4.077
C -5.728 3.088 2.127
H -5.246 0.125 3.661
H -7.892 2.153 3.613
H -6.714 2.913 4.716
H -6.896 1.148 4.687
H -5.875 2.742 1.102
H -4.719 3.497 2.204
H -6.456 3.862 2.358
C 3.366 -1.060 -3.509
O 2.743 -0.026 -3.663
N 4.477 -1.396 -4.199
C 5.170 -2.645 -3.959
C 4.987 -0.481 -5.202
H 3.068 -1.822 -2.773
H 6.196 -2.444 -3.646
H 5.186 -3.238 -4.879
H 4.661 -3.212 -3.180
H 5.227 0.478 -4.740
H 4.228 -0.310 -5.967
H 5.881 -0.897 -5.660
C -1.695 1.215 -3.887
O -1.657 0.128 -3.358
N -2.698 2.102 -3.728
C -2.700 3.392 -4.378
C -3.805 1.736 -2.862
H -0.890 1.580 -4.549
H -2.726 4.186 -3.628
H -3.578 3.483 -5.023
H -1.804 3.509 -4.984
H -3.430 1.536 -1.857
H -4.285 0.830 -3.237
H -4.530 2.547 -2.829
C 8.808 -3.999 -3.707
O 8.536 -2.817 -3.638
N 8.660 -4.877 -2.699
C 9.000 -6.278 -2.839
C 8.140 -4.395 -1.427
H 9.207 -4.458 -4.629
H 8.116 -6.893 -2.660
H 9.772 -6.547 -2.114
H 9.372 -6.478 -3.841
H 7.149 -3.964 -1.571
H 8.795 -3.619 -1.031
H 8.079 -5.217 -0.719
C -5.550 4.409 6.164
O -6.675 4.062 6.484
N -4.487 4.417 6.980
C -3.171 4.836 6.530
C -4.663 3.991 8.358
H -5.310 4.747 5.142
H -2.461 4.016 6.650
H -2.833 5.690 7.121
H -3.203 5.121 5.482
H -5.028 2.964 8.383
H -5.399 4.627 8.851
H -3.715 4.053 8.886
*
```

Properties
LUMO energy   2.0 eV
Molecular weight   654.5 Da
Gap between HOMO and LUMO   6.387 eV